Molecular formula: C29H44N3O26
Method: DFT, ωB97M-V with the def2-TZVPD basis set

Atoms and positions in Å:
N 0.20 -1.42 1.32
C -0.02 -0.86 0.16
N -1.25 -0.47 -0.27
C -1.26 1.04 -0.32
C 0.09 1.67 0.02
C 1.32 0.91 -0.49
C 1.95 1.43 -1.81
O 1.34 2.55 -2.37
O 0.18 2.12 -3.05
N 1.05 -0.60 -0.67
H -0.41 -2.11 1.74
H 1.02 -1.11 1.83
H -1.29 -0.77 -1.25
H -1.95 1.39 0.42
H -1.63 1.38 -1.27
H 0.06 2.70 -0.28
H 0.16 1.67 1.10
H 2.08 0.97 0.28
H 2.97 1.73 -1.60
H 2.01 0.62 -2.52
H -0.47 2.81 -2.83
H 1.85 -1.12 -0.30
C 5.73 5.52 -1.92
C 5.46 4.10 -2.36
O 5.77 3.35 -1.18
C 5.65 4.17 -0.11
O 5.67 3.80 1.02
O 5.49 5.45 -0.51
H 5.07 6.25 -2.39
H 6.77 5.82 -2.09
H 4.41 3.94 -2.60
H 6.07 3.79 -3.20
C -4.04 4.11 3.83
C -4.43 2.82 3.15
O -3.62 2.85 1.96
C -2.56 3.65 2.20
O -1.62 3.74 1.46
O -2.69 4.31 3.36
H -4.06 4.04 4.91
H -4.65 4.95 3.52
H -4.16 1.94 3.74
H -5.48 2.77 2.91
C -0.31 -3.09 -2.43
C 0.87 -3.67 -3.17
O 0.23 -4.57 -4.09
C -1.04 -4.15 -4.27
O -1.78 -4.57 -5.10
O -1.36 -3.17 -3.38
H -0.15 -2.07 -2.10
H -0.57 -3.69 -1.55
H 1.41 -2.92 -3.75
H 1.56 -4.20 -2.53
C 1.25 -5.61 3.06
C 0.46 -6.50 2.14
O 0.28 -5.66 0.98
C 1.27 -4.75 0.98
O 1.50 -4.01 0.06
O 1.96 -4.76 2.13
H 1.94 -6.15 3.69
H 0.62 -4.99 3.68
H 1.01 -7.39 1.84
H -0.50 -6.80 2.56
C 1.73 -4.62 8.50
C 2.89 -5.08 7.65
O 2.24 -5.85 6.63
C 0.96 -5.42 6.54
O 0.21 -5.75 5.68
O 0.65 -4.59 7.55
H 1.88 -3.65 8.95
H 1.47 -5.34 9.29
H 3.42 -4.24 7.19
H 3.61 -5.68 8.20
C -4.36 6.98 8.62
C -3.13 6.43 7.93
O -3.69 5.46 7.04
C -4.98 5.81 6.79
O -5.67 5.30 5.96
O -5.37 6.80 7.62
H -4.27 8.03 8.88
H -4.64 6.41 9.50
H -2.60 7.18 7.34
H -2.43 5.96 8.62
C -3.05 -2.50 -7.31
C -3.82 -3.46 -8.18
O -3.93 -2.73 -9.41
C -2.92 -1.83 -9.46
O -2.64 -1.19 -10.41
O -2.28 -1.76 -8.26
H -2.40 -3.00 -6.60
H -3.70 -1.81 -6.77
H -3.27 -4.39 -8.37
H -4.80 -3.70 -7.78
C 1.60 1.48 -5.69
C 1.29 0.17 -6.39
O 2.10 0.25 -7.57
C 3.12 1.10 -7.32
O 4.05 1.26 -8.03
O 2.93 1.76 -6.15
H 1.57 1.41 -4.62
H 0.94 2.28 -6.01
H 1.61 -0.70 -5.80
H 0.24 0.05 -6.65

LUMO = -3.9 eV
Total charge = +1
HOMO-LUMO gap = 8.09 eV

Mulliken population analysis, charges in e, atoms 1 to 8: -0.08, -0.41, -0.22, -0.44, -1.23, 0.56, -0.92, -0.28